C57H139N5O15 | wB97M-V/def2-TZVPD

LUMO level	0.0138	Eh
gap between HOMO and LUMO	8.6	eV
energy	-3657.382383	hartree

Last columns: bonded neighbours and bond lengths (Å).
Positions of all 216 atoms, in Å:
1 C 3.891 -16.035 -7.861  C2 1.548, H12 1.090, H13 1.089, H14 1.106
2 C 4.035 -15.055 -9.050  C1 1.548, C3 1.495, N7 1.435, C11 1.533
3 C 3.053 -13.931 -8.964  C2 1.495, C4 1.507, H15 1.098, H16 1.093
4 C 3.371 -12.990 -7.830  C3 1.507, C5 1.534, H17 1.096, H18 1.089
5 C 4.803 -12.458 -7.968  C4 1.534, C6 1.535, H19 1.097, H20 1.094
6 C 5.870 -13.535 -8.206  C5 1.535, N7 1.454, C9 1.525, C10 1.538
7 N 5.366 -14.525 -9.144  C2 1.435, C6 1.454, O8 1.431
8 O 6.351 -15.510 -9.473  N7 1.431, H30 0.965
9 C 7.093 -12.814 -8.764  C6 1.525, H21 1.097, H22 1.084, H23 1.099
10 C 6.247 -14.131 -6.839  C6 1.538, H24 1.093, H25 1.091, H26 1.101
11 C 3.720 -15.913 -10.281  C2 1.533, H27 1.086, H28 1.087, H29 1.103
12 H 4.798 -16.588 -7.618  C1 1.090
13 H 3.024 -16.691 -7.911  C1 1.089
14 H 3.715 -15.468 -6.927  C1 1.106
15 H 3.083 -13.341 -9.888  C3 1.098
16 H 2.014 -14.264 -8.901  C3 1.093
17 H 3.371 -13.490 -6.854  C4 1.096
18 H 2.630 -12.195 -7.761  C4 1.089
19 H 4.991 -11.962 -7.007  C5 1.097
20 H 4.881 -11.659 -8.711  C5 1.094
21 H 6.954 -12.372 -9.758  C9 1.097
22 H 7.439 -12.051 -8.076  C9 1.084
23 H 7.869 -13.564 -8.970  C9 1.099
24 H 7.010 -13.544 -6.321  C10 1.093
25 H 5.401 -14.291 -6.170  C10 1.091
26 H 6.710 -15.120 -6.971  C10 1.101
27 H 2.684 -16.237 -10.245  C11 1.086
28 H 4.405 -16.747 -10.410  C11 1.087
29 H 3.839 -15.281 -11.176  C11 1.103
30 H 6.738 -15.193 -10.298  O8 0.965
31 C 8.103 -17.083 -4.016  C32 1.520, H42 1.089, H43 1.092, H44 1.095
32 C 7.388 -16.911 -2.686  C31 1.520, C33 1.522, N37 1.449, C41 1.525
33 C 7.508 -15.455 -2.259  C32 1.522, C34 1.515, H45 1.094, H46 1.099
34 C 6.474 -14.532 -2.871  C33 1.515, C35 1.530, H47 1.100, H48 1.091
35 C 5.083 -15.070 -2.529  C34 1.530, C36 1.508, H49 1.100, H50 1.103
36 C 4.838 -16.495 -2.958  C35 1.508, N37 1.453, C39 1.507, C40 1.514
37 N 5.996 -17.309 -2.627  C32 1.449, C36 1.453, O38 1.391
38 O 5.822 -18.615 -3.072  N37 1.391, H60 0.977
39 C 3.656 -17.023 -2.185  C36 1.507, H51 1.093, H52 1.087, H53 1.095
40 C 4.541 -16.502 -4.443  C36 1.514, H54 1.105, H55 1.097, H56 1.092
41 C 8.105 -17.726 -1.615  C32 1.525, H57 1.091, H58 1.092, H59 1.095
42 H 8.155 -18.130 -4.313  C31 1.089
43 H 9.127 -16.713 -3.933  C31 1.092
44 H 7.643 -16.459 -4.789  C31 1.095
45 H 7.545 -15.246 -1.186  C33 1.094
46 H 8.487 -15.087 -2.596  C33 1.099
47 H 6.543 -14.478 -3.967  C34 1.100
48 H 6.559 -13.512 -2.495  C34 1.091
49 H 4.324 -14.409 -2.975  C35 1.100
50 H 4.889 -14.864 -1.462  C35 1.103
51 H 2.844 -16.291 -2.187  C39 1.093
52 H 3.339 -17.997 -2.547  C39 1.087
53 H 3.934 -17.126 -1.130  C39 1.095
54 H 4.064 -17.446 -4.764  C40 1.105
55 H 3.759 -15.790 -4.734  C40 1.097
56 H 5.395 -16.435 -5.119  C40 1.092
57 H 7.811 -17.406 -0.614  C41 1.091
58 H 9.190 -17.650 -1.718  C41 1.092
59 H 7.849 -18.790 -1.644  C41 1.095
60 H 5.776 -19.146 -2.253  O38 0.977
61 C -3.861 -19.625 0.734  C62 1.512, H72 1.088, H73 1.101, H74 1.094
62 C -2.513 -19.046 1.098  C61 1.512, C63 1.539, N67 1.430, C71 1.541
63 C -2.053 -19.872 2.313  C62 1.539, C64 1.522, H75 1.095, H76 1.095
64 C -0.605 -19.616 2.706  C63 1.522, C65 1.521, H77 1.095, H78 1.095
65 C 0.283 -19.756 1.479  C64 1.521, C66 1.520, H79 1.097, H80 1.096
66 C -0.150 -18.908 0.295  C65 1.520, N67 1.448, C69 1.541, C70 1.523
67 N -1.546 -19.207 0.056  C62 1.430, C66 1.448, O68 1.431
68 O -2.010 -18.613 -1.160  N67 1.431, H90 0.970
69 C 0.224 -17.436 0.553  C66 1.541, H81 1.094, H82 1.089, H83 1.091
70 C 0.635 -19.367 -0.927  C66 1.523, H84 1.095, H85 1.090, H86 1.092
71 C -2.716 -17.610 1.619  C62 1.541, H87 1.089, H88 1.086, H89 1.093
72 H -4.556 -19.575 1.570  C61 1.088
73 H -3.807 -20.698 0.494  C61 1.101
74 H -4.292 -19.165 -0.160  C61 1.094
75 H -2.731 -19.622 3.137  C63 1.095
76 H -2.181 -20.949 2.166  C63 1.095
77 H -0.278 -20.365 3.434  C64 1.095
78 H -0.504 -18.656 3.224  C64 1.095
79 H 0.267 -20.815 1.194  C65 1.097
80 H 1.325 -19.524 1.729  C65 1.096
81 H -0.131 -16.788 -0.255  C69 1.094
82 H -0.180 -17.104 1.507  C69 1.089
83 H 1.308 -17.315 0.573  C69 1.091
84 H 0.219 -18.949 -1.849  C70 1.095
85 H 1.642 -18.954 -0.864  C70 1.090
86 H 0.710 -20.443 -1.097  C70 1.092
87 H -2.761 -16.910 0.785  C71 1.089
88 H -1.983 -17.362 2.381  C71 1.086
89 H -3.685 -17.558 2.122  C71 1.093
90 H -2.178 -19.385 -1.723  O68 0.970
91 C 7.123 -23.410 0.241  C92 1.528, H102 1.089, H103 1.093, H104 1.093
92 C 6.490 -23.524 -1.145  C91 1.528, C93 1.533, N97 1.469, C101 1.523
93 C 5.901 -24.933 -1.279  C92 1.533, C94 1.519, H105 1.099, H106 1.091
94 C 4.942 -25.054 -2.450  C93 1.519, C95 1.532, H107 1.092, H108 1.097
95 C 3.878 -23.952 -2.461  C94 1.532, C96 1.528, H109 1.093, H110 1.095
96 C 4.447 -22.541 -2.316  C95 1.528, N97 1.457, C99 1.539, C100 1.516
97 N 5.390 -22.552 -1.206  C92 1.469, C96 1.457, O98 1.478
98 O 5.907 -21.186 -0.977  N97 1.478, H120 0.967
99 C 4.935 -22.054 -3.693  C96 1.539, H111 1.086, H112 1.084, H113 1.095
100 C 3.293 -21.663 -1.871  C96 1.516, H114 1.101, H115 1.094, H116 1.093
101 C 7.544 -23.255 -2.211  C92 1.523, H117 1.095, H118 1.099, H119 1.087
102 H 7.835 -24.215 0.414  C91 1.089
103 H 6.352 -23.474 1.013  C91 1.093
104 H 7.655 -22.458 0.315  C91 1.093
105 H 6.784 -25.556 -1.481  C93 1.099
106 H 5.517 -25.282 -0.320  C93 1.091
107 H 4.491 -26.047 -2.405  C94 1.092
108 H 5.529 -24.968 -3.373  C94 1.097
109 H 3.132 -24.167 -1.690  C95 1.093
110 H 3.419 -24.040 -3.451  C95 1.095
111 H 5.208 -22.901 -4.316  C99 1.086
112 H 4.203 -21.393 -4.142  C99 1.084
113 H 5.808 -21.407 -3.556  C99 1.095
114 H 2.810 -21.966 -0.931  C100 1.101
115 H 3.637 -20.656 -1.615  C100 1.094
116 H 2.466 -21.612 -2.583  C100 1.093
117 H 7.173 -23.504 -3.210  C101 1.095
118 H 8.391 -23.948 -2.109  C101 1.099
119 H 7.924 -22.237 -2.181  C101 1.087
120 H 5.890 -21.104 -0.013  O98 0.967
121 C -4.939 -20.488 -5.282  C122 1.524, H132 1.087, H133 1.091, H134 1.107
122 C -4.359 -21.415 -4.221  C121 1.524, C123 1.539, N127 1.475, C131 1.535
123 C -4.686 -22.849 -4.676  C122 1.539, C124 1.520, H135 1.093, H136 1.092
124 C -3.955 -23.885 -3.838  C123 1.520, C125 1.525, H137 1.094, H138 1.092
125 C -2.459 -23.615 -3.950  C124 1.525, C126 1.512, H139 1.102, H140 1.094
126 C -2.049 -22.244 -3.460  C125 1.512, N127 1.453, C129 1.536, C130 1.525
127 N -2.894 -21.269 -4.129  C122 1.475, C126 1.453, O128 1.469
128 O -2.558 -19.895 -3.732  N127 1.469, H150 0.964
129 C -2.109 -22.162 -1.927  C126 1.536, H141 1.087, H142 1.095, H143 1.098
130 C -0.599 -22.029 -3.882  C126 1.525, H144 1.096, H145 1.093, H146 1.090
131 C -5.059 -21.206 -2.871  C122 1.535, H147 1.091, H148 1.100, H149 1.090
132 H -6.021 -20.561 -5.342  C121 1.087
133 H -4.442 -20.616 -6.244  C121 1.091
134 H -4.793 -19.427 -4.998  C121 1.107
135 H -5.739 -23.090 -4.512  C123 1.093
136 H -4.430 -22.968 -5.731  C123 1.092
137 H -4.214 -24.854 -4.274  C124 1.094
138 H -4.304 -23.901 -2.804  C124 1.092
139 H -2.270 -23.711 -5.031  C125 1.102
140 H -1.881 -24.439 -3.522  C125 1.094
141 H -2.029 -21.158 -1.518  C129 1.087
142 H -2.966 -22.703 -1.515  C129 1.095
143 H -1.254 -22.718 -1.522  C129 1.098
144 H -0.542 -21.821 -4.958  C130 1.096
145 H -0.082 -21.200 -3.391  C130 1.093
146 H 0.015 -22.917 -3.735  C130 1.090
147 H -6.084 -20.872 -3.037  C131 1.091
148 H -4.545 -20.431 -2.283  C131 1.100
149 H -5.021 -22.032 -2.160  C131 1.090
150 H -2.891 -19.390 -4.482  O128 0.964
151 O -0.141 -20.758 -10.887  H152 0.967, H153 0.966
152 H 0.545 -20.380 -11.455  O151 0.967
153 H -0.637 -19.994 -10.565  O151 0.966
154 O 1.376 -22.873 -9.744  H155 0.977, H156 0.981
155 H 0.835 -22.078 -9.912  O154 0.977
156 H 2.277 -22.552 -9.530  O154 0.981
157 O 3.758 -21.261 -9.303  H158 0.992, H159 0.967
158 H 3.508 -20.537 -8.673  O157 0.992
159 H 4.225 -20.810 -10.020  O157 0.967
160 O 4.251 -22.466 -6.761  H161 0.986, H162 0.971
161 H 4.325 -22.060 -7.657  O160 0.986
162 H 4.684 -21.839 -6.159  O160 0.971
163 O -2.325 -19.112 -8.142  H164 0.969, H165 0.972
164 H -2.647 -18.762 -7.299  O163 0.969
165 H -2.315 -20.077 -8.027  O163 0.972
166 O -1.502 -17.273 -10.116  H167 0.964, H168 0.987
167 H -2.284 -16.736 -10.284  O166 0.964
168 H -1.771 -17.901 -9.403  O166 0.987
169 C 3.130 -25.615 -6.252  C170 1.510, H173 1.084, H174 1.105, H175 1.095
170 C 1.688 -25.224 -6.033  C169 1.510, C171 1.528, O172 1.484, H176 1.100
171 C 1.090 -25.765 -4.735  C170 1.528, H177 1.089, H178 1.107, H179 1.086
172 O 1.556 -23.745 -6.007  C170 1.484, H180 0.972
173 H 3.496 -25.393 -7.248  C169 1.084
174 H 3.233 -26.700 -6.069  C169 1.105
175 H 3.799 -25.222 -5.479  C169 1.095
176 H 1.014 -25.508 -6.854  C170 1.100
177 H 1.796 -25.837 -3.908  C171 1.089
178 H 0.739 -26.784 -4.986  C171 1.107
179 H 0.162 -25.283 -4.441  C171 1.086
180 H 2.415 -23.347 -6.223  O172 0.972
181 C -0.178 -16.863 -4.017  C182 1.506, H185 1.091, H186 1.088, H187 1.099
182 C -0.503 -15.619 -4.802  C181 1.506, C183 1.538, O184 1.472, H188 1.094
183 C -0.161 -15.785 -6.293  C182 1.538, H189 1.096, H190 1.101, H191 1.084
184 O -1.965 -15.476 -4.716  C182 1.472, H192 0.962
185 H 0.803 -17.297 -4.218  C181 1.091
186 H -0.974 -17.599 -4.101  C181 1.088
187 H -0.080 -16.602 -2.955  C181 1.099
188 H -0.073 -14.712 -4.366  C182 1.094
189 H -0.443 -16.806 -6.575  C183 1.096
190 H 0.931 -15.785 -6.430  C183 1.101
191 H -0.672 -15.077 -6.936  C183 1.084
192 H -2.158 -14.538 -4.803  O184 0.962
193 C 7.694 -20.391 -6.069  C194 1.523, H197 1.094, H198 1.090, H199 1.102
194 C 6.806 -19.246 -6.538  C193 1.523, C195 1.520, O196 1.437, H200 1.101
195 C 6.656 -19.208 -8.050  C194 1.520, H201 1.100, H202 1.090, H203 1.095
196 O 5.524 -19.285 -5.890  C194 1.437, H204 0.980
197 H 7.443 -21.374 -6.477  C193 1.094
198 H 7.810 -20.447 -4.987  C193 1.090
199 H 8.695 -20.202 -6.488  C193 1.102
200 H 7.313 -18.301 -6.291  C194 1.101
201 H 6.130 -20.076 -8.473  C195 1.100
202 H 7.607 -19.213 -8.583  C195 1.090
203 H 6.084 -18.325 -8.353  C195 1.095
204 H 5.623 -18.916 -4.988  O196 0.980
205 C 0.665 -19.354 -6.983  C206 1.505, H209 1.090, H210 1.095, H211 1.095
206 C 1.912 -18.973 -6.231  C205 1.505, C207 1.522, O208 1.458, H212 1.107
207 C 2.111 -19.773 -4.951  C206 1.522, H213 1.095, H214 1.091, H215 1.100
208 O 3.063 -19.155 -7.109  C206 1.458, H216 1.007
209 H 0.580 -18.728 -7.870  C205 1.090
210 H -0.227 -19.187 -6.370  C205 1.095
211 H 0.617 -20.414 -7.257  C205 1.095
212 H 1.834 -17.890 -6.014  C206 1.107
213 H 2.981 -19.442 -4.375  C207 1.095
214 H 2.114 -20.840 -5.178  C207 1.091
215 H 1.274 -19.557 -4.271  C207 1.100
216 H 3.899 -19.098 -6.552  O208 1.007

Mulliken population analysis, charges in e, atoms 1 to 5: C 0.696; C 1.638; C -1.236; C -0.131; C -1.554